Record 1
Density functional theory data (ωB97M-V/def2-TZVPD) for C45H42CdNO3PSSb as an isolated structure.

Energy ... -3167.77692 hartree
Charge ... +1
E_HOMO ... -0.3796 hartree
Relative energy (zero: lowest compared OMol25 entry of this formula, charge and spin) ... 9.3 kcal per mole
Spin multiplicity ... 1

Geometry as XYZ:
```
95
Properties=species:S:1:pos:R:3:forces:R:3:lowdin_charge:R:1
Cd 1.163 0.144 0.233 -0.1 -0.3 -0.7 1.20
O 1.872 -0.672 2.330 0.0 0.2 0.3 -0.49
S 0.555 -0.449 2.998 0.1 0.2 -0.3 0.43
O 0.645 0.229 4.253 0.0 0.0 0.2 -0.27
O -0.361 0.157 2.003 0.2 0.2 0.2 -0.47
C -0.043 -2.079 3.213 -0.1 -0.4 -0.2 -0.28
C -0.320 -2.506 4.499 0.0 0.0 -0.2 -0.04
C -0.739 -3.812 4.698 -0.1 -0.2 0.0 -0.05
C -0.865 -4.669 3.617 0.0 -0.1 0.1 -0.05
C -0.586 -4.229 2.328 0.0 -0.1 0.0 -0.09
C -0.174 -2.928 2.090 0.0 0.4 0.2 -0.30
P 0.202 -2.418 0.347 0.4 0.0 0.1 1.05
C 1.457 -3.638 -0.190 -0.1 -0.1 0.0 -0.36
C 2.794 -3.258 -0.185 0.0 -0.1 0.0 -0.11
C 3.789 -4.139 -0.586 0.0 0.0 0.0 -0.07
C 3.450 -5.417 -1.009 0.0 0.0 0.0 -0.07
C 2.117 -5.807 -1.027 0.0 0.0 0.0 -0.06
C 1.127 -4.922 -0.623 -0.1 -0.1 0.0 -0.09
C -1.250 -2.924 -0.618 -0.1 0.2 0.0 -0.39
C -2.491 -3.192 -0.045 0.0 -0.1 0.0 -0.08
C -3.555 -3.582 -0.849 0.0 0.1 0.0 -0.07
C -3.398 -3.673 -2.223 0.0 0.0 0.0 -0.07
C -2.176 -3.358 -2.806 0.0 0.0 0.1 -0.07
C -1.107 -2.982 -2.008 -0.1 0.0 0.0 -0.11
H -0.203 -1.814 5.325 0.0 0.0 -0.1 0.12
H -0.962 -4.161 5.698 0.0 0.0 0.0 0.12
H -1.185 -5.692 3.773 0.0 0.0 0.0 0.11
H -0.699 -4.917 1.499 0.0 0.0 0.0 0.10
H 3.052 -2.263 0.144 0.1 0.2 0.1 0.06
H 4.828 -3.832 -0.578 0.0 0.0 0.0 0.10
H 4.221 -6.106 -1.333 0.0 0.0 0.0 0.11
H 1.847 -6.800 -1.364 0.0 0.1 0.0 0.11
H 0.088 -5.233 -0.661 0.1 0.0 0.0 0.11
H -2.631 -3.119 1.026 0.0 0.0 0.0 0.11
H -4.512 -3.805 -0.395 0.0 0.0 0.0 0.11
H -4.232 -3.976 -2.843 0.0 0.0 0.0 0.11
H -2.052 -3.422 -3.879 0.0 0.0 0.0 0.11
H -0.150 -2.758 -2.467 0.0 0.0 0.0 0.11
C -2.960 3.642 -5.126 0.0 0.0 0.1 -0.08
C -2.710 2.275 -5.132 0.0 0.0 0.0 -0.08
C -2.213 1.660 -3.990 0.0 0.2 0.0 -0.16
C -1.979 2.401 -2.828 0.0 -0.1 -0.3 -0.39
C -2.204 3.777 -2.837 0.0 -0.1 -0.2 -0.11
C -2.696 4.391 -3.986 0.0 -0.1 0.0 -0.07
Sb -1.326 1.362 -1.100 -0.2 0.1 0.5 1.45
C -3.198 0.513 -0.522 -0.2 -0.2 0.0 -0.38
C -3.526 0.423 0.834 0.0 -0.1 -0.1 -0.14
C -4.758 -0.092 1.224 0.0 0.1 -0.1 -0.08
C -5.673 -0.516 0.266 0.0 0.0 0.0 -0.09
C -5.348 -0.441 -1.081 0.0 -0.1 0.0 -0.09
C -4.110 0.059 -1.474 0.0 0.1 0.1 -0.13
C -1.411 2.982 0.284 0.0 0.2 0.1 -0.40
C -0.262 3.458 0.916 -0.2 0.1 0.0 -0.14
C -0.329 4.522 1.810 0.0 -0.1 -0.1 -0.08
C -1.549 5.125 2.079 0.0 0.0 0.0 -0.08
C -2.702 4.664 1.452 0.0 0.0 0.0 -0.07
C -2.634 3.601 0.560 0.1 0.0 0.1 -0.13
H -3.355 4.124 -6.013 0.0 0.0 0.0 0.11
H -2.892 1.690 -6.027 0.0 0.0 0.1 0.11
H -1.999 0.595 -4.019 0.0 0.0 0.0 0.09
H -1.995 4.380 -1.962 0.0 0.0 0.0 0.09
H -2.873 5.460 -3.985 0.0 0.0 0.0 0.11
H -2.829 0.762 1.592 0.0 0.0 0.0 0.09
H -5.012 -0.139 2.277 0.0 0.0 -0.1 0.11
H -6.638 -0.904 0.571 0.0 0.0 0.0 0.10
H -6.060 -0.770 -1.832 0.1 0.0 0.1 0.11
H -3.889 0.131 -2.532 0.0 0.0 0.0 0.08
H 0.703 3.016 0.711 0.1 -0.1 0.0 0.05
H 0.572 4.878 2.298 0.0 0.0 0.0 0.10
H -1.604 5.955 2.774 0.0 -0.1 0.0 0.11
H -3.658 5.133 1.659 0.1 0.0 0.0 0.11
H -3.542 3.246 0.088 0.0 0.0 0.0 0.11
C 6.185 1.880 1.311 -0.2 -0.1 0.1 0.01
N 4.982 1.269 1.951 0.0 -0.1 -0.3 -0.16
C 4.823 -0.170 1.559 0.1 0.2 0.1 0.00
C 3.684 2.048 1.715 0.1 0.0 0.1 -0.09
C 3.406 2.408 0.286 0.0 -0.1 -0.2 -0.31
C 3.958 3.602 -0.187 0.0 0.1 0.0 -0.07
C 3.712 4.039 -1.478 0.0 0.0 0.0 -0.07
C 2.898 3.275 -2.305 0.1 0.1 0.0 -0.07
C 2.326 2.108 -1.823 0.1 -0.2 0.0 -0.18
C 2.561 1.628 -0.531 0.0 0.2 0.4 -0.24
H 7.053 1.309 1.629 0.1 0.0 0.0 0.11
H 6.271 2.916 1.630 0.0 0.0 0.0 0.11
H 6.063 1.831 0.233 0.0 0.0 0.0 0.11
H 5.131 1.295 2.957 0.0 -0.1 0.1 0.18
H 4.559 -0.191 0.505 0.0 0.0 0.0 0.09
H 4.026 -0.596 2.161 0.0 0.0 -0.1 0.07
H 5.764 -0.685 1.733 0.0 0.0 0.0 0.11
H 3.778 2.936 2.338 0.0 0.1 0.0 0.14
H 2.926 1.399 2.135 -0.3 0.0 0.1 0.09
H 4.556 4.222 0.479 -0.1 -0.1 -0.1 0.11
H 4.132 4.974 -1.827 0.0 0.0 0.0 0.11
H 2.687 3.602 -3.318 0.0 0.0 0.1 0.11
H 1.669 1.557 -2.484 -0.1 0.0 0.0 0.06
```
Positions in Å, forces in eV/Å.

=====

Record 2
Density functional theory data (ωB97M-V/def2-TZVPD) for C4H13N3O as an isolated structure in a non-equilibrium geometry.

Energy ... -399.53246 hartree
E_HOMO (alpha / beta) ... -0.2820 / -0.2502 hartree
Relative energy (zero: lowest compared OMol25 entry of this formula, charge and spin) ... 134.8 kcal per mole
Spin multiplicity ... 1

Geometry as XYZ:
```
21
Properties=species:S:1:pos:R:3:forces:R:3:nbo_charge:R:1
C -1.510 1.429 -0.453 -1.2 0.2 0.2 -0.14
N -1.959 -1.351 0.074 0.5 -0.4 -0.1 -0.89
O -2.454 0.635 -0.097 0.6 0.6 -0.3 -0.48
H -2.583 -1.567 -0.703 0.0 0.0 0.0 0.34
H -2.550 -1.443 0.900 0.1 0.0 0.0 0.34
H -1.171 2.168 0.293 0.1 -0.2 0.1 0.14
H -1.547 1.832 -1.480 0.1 -0.2 0.0 0.15
H -0.281 0.767 -0.555 0.9 -0.6 0.0 0.26
C 1.817 1.469 -0.131 0.0 -0.1 0.0 -0.62
C 0.919 -0.892 0.232 -0.7 -0.2 0.3 0.50
N 0.967 -0.781 1.587 0.0 0.0 -0.3 -0.78
N 0.555 -2.115 -0.226 -0.1 0.0 0.0 -0.84
C 1.017 0.265 -0.587 -0.5 0.4 -0.1 -0.43
H 0.678 -1.589 2.115 0.0 0.0 -0.1 0.41
H 0.783 0.112 2.013 0.1 0.0 -0.1 0.39
H -0.578 -2.140 -0.061 0.3 0.3 0.2 0.42
H 0.704 -2.195 -1.225 0.0 0.1 0.0 0.37
H 1.131 0.027 -1.642 0.0 0.0 0.0 0.23
H 1.468 1.852 0.830 0.0 0.0 0.0 0.20
H 2.880 1.236 -0.031 0.0 0.0 0.0 0.22
H 1.714 2.282 -0.852 0.0 0.0 0.0 0.22
```
Positions in Å, forces in eV/Å.

=====

Record 3
Density functional theory data (ωB97M-V/def2-TZVPD) for an isolated ion of composition C3H7N4 and charge +1 in a non-equilibrium geometry.

Energy ... -337.06671 hartree
Charge ... +1
E_HOMO (alpha / beta) ... -0.4813 / -0.5258 hartree
Relative energy (zero: lowest compared OMol25 entry of this formula, charge and spin) ... 47.7 kcal per mole
Spin multiplicity ... 3

Geometry as XYZ:
```
14
Properties=species:S:1:pos:R:3:forces:R:3:nbo_charge:R:1
C 0.862 -1.597 -0.030 -2.7 -1.9 -0.1 0.16
C -0.691 -1.939 -0.217 3.3 -0.6 -1.1 -0.05
C 1.157 0.878 -0.306 1.5 -0.7 0.9 -0.19
N 1.413 -0.520 -0.060 2.1 1.8 0.1 -0.35
N -1.465 -1.260 0.388 -2.3 1.3 1.1 -0.27
N -0.144 1.177 -0.684 -1.9 0.5 -1.2 -0.03
N -1.083 1.467 0.359 0.3 0.2 0.6 -0.60
H 1.387 -2.518 0.175 0.6 -0.2 0.1 0.21
H -0.775 -2.796 -0.874 -0.7 -0.4 -0.2 0.25
H 1.539 1.386 0.597 -0.2 0.1 -0.2 0.22
H 1.814 1.124 -1.147 -0.2 0.2 0.1 0.27
H -1.526 2.376 0.137 0.1 -0.4 0.0 0.46
H -0.681 1.510 1.318 -0.2 0.0 -0.4 0.43
H -1.808 0.712 0.344 0.3 0.0 0.1 0.49
```
Positions in Å, forces in eV/Å.

=====

Record 4
Density functional theory data (ωB97M-V/def2-TZVPD) for one molecule with the formula C2H3N3S in a non-equilibrium geometry.

Energy ... -640.40388 hartree
SMILES ... N#CC(=S)NN
E_HOMO ... -0.3366 hartree
Relative energy (zero: lowest compared OMol25 entry of this formula, charge and spin) ... 35.0 kcal per mole
Spin multiplicity ... 1

Geometry as XYZ:
```
9
Properties=species:S:1:pos:R:3:forces:R:3:nbo_charge:R:1
N 2.506 -0.900 0.285 0.6 -0.5 0.0 -0.27
C 1.581 -0.236 0.380 -2.9 1.9 -0.2 0.20
C 0.383 0.751 0.496 1.9 -1.0 0.3 -0.01
S 0.668 2.146 1.302 -0.1 0.0 0.0 -0.06
N -0.785 0.380 -0.016 0.1 -0.2 -0.3 -0.39
N -1.105 -0.866 -0.571 -0.1 -0.4 -0.1 -0.63
H -1.586 0.970 0.181 0.3 -0.1 0.1 0.42
H -0.300 -1.487 -0.504 -0.2 0.2 0.0 0.38
H -1.361 -0.756 -1.553 0.3 0.1 0.2 0.37
```
Positions in Å, forces in eV/Å.